[1]
Density functional theory data (ωB97M-V/def2-TZVPD) for C3H3NO2S in the gas phase in a non-equilibrium geometry.

Structure (XYZ):
```
10
Properties=species:S:1:pos:R:3
S 1.642 0.250 -0.139
O -1.086 -1.148 0.344
O -1.524 -0.639 -1.760
N -0.341 -0.805 1.474
C -0.930 -0.379 -0.780
C 0.891 -0.484 1.270
C 0.047 0.827 -0.754
H 0.082 1.254 -1.709
H 1.533 -0.536 2.115
H -0.313 1.661 -0.060
```

Summary:
SMILES ... O=C1CSC=NO1
HOMO ... -9.81 eV
DFT total energy ... -719.468281 Ha

Atomic partial charges in e from the natural (NBO) method, atoms 1 to 5:
1 S 0.294
2 O -0.349
3 O -0.529
4 N -0.130
5 C 0.766

[2]
Density functional theory data (ωB97M-V/def2-TZVPD) for a molecular structure, C36H84B3Cs2O18S9 in a non-equilibrium geometry.

Structure (XYZ):
```
152
Properties=species:S:1:pos:R:3
Cs 2.727 2.488 -0.770
Cs 2.101 -1.530 -0.117
S 2.468 4.421 3.156
S 5.044 -0.889 6.897
S 0.911 -4.674 -2.385
S -0.739 3.935 -3.466
S 0.655 -2.464 3.551
S -1.735 -2.154 -4.854
S -2.764 -4.859 0.499
S -5.764 2.275 1.722
S 2.796 0.233 -5.956
O 3.129 4.260 4.397
O 4.671 -2.236 6.426
O 6.024 -0.739 7.972
O 3.243 4.399 1.907
O -5.450 3.649 1.434
O 1.650 -4.249 -3.569
O -7.154 1.873 1.945
O -2.278 -3.403 -4.253
O 0.718 -3.399 4.675
O 0.324 2.925 -3.102
O 0.255 -3.731 -1.528
O -2.094 -5.976 -0.126
O 4.240 0.092 -6.293
O 1.018 -2.911 2.170
O 2.151 -0.821 -5.160
O -1.055 4.354 -4.807
O -1.101 -2.208 -6.147
O -2.319 -4.312 1.781
C -3.139 -3.494 -0.683
C -0.092 5.362 3.660
C -1.685 -0.330 -2.862
C -5.325 -4.683 -0.650
C -0.660 -1.136 -3.721
C 1.369 -7.388 -1.877
C -0.589 -0.193 4.280
C 0.503 -7.128 -3.173
C 1.482 2.215 -7.443
C 3.589 0.134 7.396
C 5.611 0.136 5.461
C 2.514 1.868 -5.104
C 1.875 -5.951 -1.438
C -4.540 -5.270 0.574
C 1.831 0.711 -7.516
C -3.135 -0.873 -4.887
C -2.818 0.212 -3.853
C 1.332 5.831 3.300
C -0.354 5.415 -2.463
C 3.523 1.131 6.178
C -5.035 1.319 0.324
C -0.843 5.003 -1.016
C -4.730 1.434 2.995
C -2.256 3.516 -2.426
C 4.974 1.475 5.710
C 1.714 -1.075 3.966
C -4.109 0.230 0.923
C 1.371 2.541 -5.937
C -2.343 4.543 -1.250
C -0.970 -1.462 3.415
C 0.823 -0.315 4.931
C -0.072 3.826 3.977
C 1.046 3.227 3.181
C -0.325 -5.823 -3.042
C -4.354 -3.812 -1.538
C -3.618 0.783 2.172
B -0.095 0.626 0.400
B 4.711 0.334 -2.398
B 4.343 0.304 1.808
H 3.441 2.364 -5.390
H -5.584 -5.509 -1.312
H 4.870 2.103 4.825
H 0.660 -0.911 5.829
H 0.737 3.266 2.136
H 0.101 3.653 5.039
H 4.919 1.161 -3.059
H -0.739 5.375 2.783
H -4.547 2.140 3.805
H 3.031 2.079 6.395
H -0.269 4.169 -0.612
H -0.602 5.999 4.382
H 2.219 -8.052 -2.035
H 2.750 -0.561 7.398
H 2.619 -1.574 4.312
H -4.638 -6.336 0.777
H -2.121 2.479 -2.120
H 5.616 1.986 6.428
H -3.150 3.500 -3.049
H -4.601 -0.730 1.082
H -5.885 0.787 -0.103
H 4.017 0.766 2.727
H 1.377 3.597 -5.667
H -1.013 6.140 -2.941
H 1.516 2.269 3.404
H 3.709 0.657 1.010
H 1.314 6.281 2.308
H 2.038 -0.475 3.115
H 0.117 -1.749 -3.266
H -0.120 -0.436 -4.359
H 0.334 2.298 -5.705
H -0.867 1.377 0.332
H 2.926 -5.728 -1.621
H 1.701 6.527 4.053
H 1.288 -7.109 -3.929
H 2.534 1.751 -4.020
H 6.691 0.123 5.319
H 2.297 2.767 -7.910
H -2.783 1.446 1.947
H -0.047 -8.030 -3.441
H 3.034 0.784 5.267
H 4.750 0.693 -1.381
H -1.184 0.394 -2.220
H 4.313 -0.770 1.915
H 0.573 2.491 -7.978
H -2.226 -0.887 -2.096
H -0.916 -5.425 -3.867
H 1.129 0.718 5.095
H -1.240 -0.263 5.152
H 5.264 -0.585 -2.508
H 5.354 0.602 1.575
H -3.250 0.012 2.849
H 2.506 0.465 -8.336
H 0.391 0.572 1.361
H -1.782 -2.085 3.790
H -3.423 -2.621 -0.095
H 0.666 0.871 -0.325
H 5.096 -0.271 4.590
H -2.178 -3.247 -1.135
H -3.076 5.320 -1.465
H -0.540 -0.325 0.151
H 1.739 -5.823 -0.364
H -4.015 -4.485 -2.325
H -2.869 4.065 -0.424
H -2.428 1.094 -4.362
H -0.637 0.774 3.780
H 0.907 0.137 -7.454
H -4.543 2.098 -0.258
H -3.626 0.522 -3.190
H -3.281 0.183 0.216
H 3.697 -0.020 -2.497
H 3.765 0.523 8.399
H 0.698 5.616 -2.663
H -6.140 -4.054 -0.293
H -4.822 -2.940 -1.995
H -1.030 -5.937 -2.219
H -4.926 -4.668 1.397
H -1.093 3.502 3.777
H 0.725 -7.757 -1.079
H -3.962 -1.564 -4.717
H -5.416 0.723 3.455
H -3.285 -0.504 -5.901
H -1.034 -1.135 2.377
H -0.739 5.755 -0.234
```

Summary:
HOMO ... -5.73 eV
DFT total energy ... -6474.559442 Ha
Total charge ... -1

Atomic partial charges in e from the Mulliken method, atoms 1 to 5:
1 Cs 1.437
2 Cs 1.110
3 S 1.175
4 S 1.097
5 S 1.001

[3]
Density functional theory data (ωB97M-V/def2-TZVPD) for 2 unconnected molecules or ions with the total composition C3H4Br2N2 in a non-equilibrium geometry.

Structure (XYZ):
```
11
Properties=species:S:1:pos:R:3
Br -1.795 -0.515 2.763
Br -3.011 -1.493 -0.437
N -0.416 0.012 1.596
N 0.738 -0.503 1.675
C -0.613 0.774 0.486
C 1.419 -0.027 0.644
C 0.613 0.800 -0.145
H -1.520 1.031 0.032
H -3.307 -1.890 0.807
H 0.853 1.342 -1.049
H 2.541 -0.175 0.415
```

Summary:
Expectation value of S² ... 2.02
HOMO (alpha / beta) ... -6.39 / -9.89 eV
Multiplicity ... 3
DFT total energy ... -5374.052253 Ha

Atomic partial charges in e from the natural (NBO) method, atoms 1 to 5:
1 Br 0.062
2 Br -0.190
3 N -0.182
4 N -0.290
5 C -0.046

[4]
Density functional theory data (ωB97M-V/def2-TZVPD) for a gas-phase ion, C7H15FN5 (charge +1) in a non-equilibrium geometry.

Structure (XYZ):
```
28
Properties=species:S:1:pos:R:3
F -0.939 0.736 1.430
N -0.270 2.774 0.158
N 1.677 -0.920 0.193
N 1.730 1.196 -0.149
N 2.920 -0.457 0.088
N 2.967 0.813 -0.043
C 0.906 0.157 -0.011
C -3.267 -0.652 0.164
C 4.004 -1.369 0.339
C -0.900 0.417 0.153
C -1.821 -0.680 -0.399
C -1.109 -2.000 -0.123
C -0.987 1.809 -0.589
H 4.791 -0.655 0.562
H 1.302 2.159 -0.217
H -0.189 -2.153 -0.767
H 3.817 -1.991 1.243
H -0.613 1.662 -1.538
H -0.483 2.672 1.133
H -0.862 -2.209 0.980
H -3.706 -1.652 -0.058
H -0.471 3.737 -0.092
H 4.030 -2.010 -0.570
H -3.875 0.094 -0.338
H -1.991 2.187 -0.650
H -3.248 -0.224 1.259
H -1.811 -0.535 -1.562
H -1.601 -2.905 -0.598
```

Summary:
SMILES ... CC(C)[C@](F)(CN)c1n[n+](C)n[nH]1
HOMO ... -14.08 eV
DFT total energy ... -649.019471 Ha
Total charge ... +1

Atomic partial charges in e from the natural (NBO) method, atoms 1 to 5:
1 F -0.338
2 N -0.856
3 N -0.241
4 N -0.340
5 N 0.077